{
  "formula": "C4H12N3OS",
  "method": "ωB97M-V/def2-TZVPD",
  "species": ["C", "C", "C", "C", "N", "N", "N", "O", "S", "H", "H", "H", "H", "H", "H", "H", "H", "H", "H", "H", "H"],
  "positions_angstrom": [[-0.32, -0.63, -0.28], [3.07, 0.36, -0.12], [1.75, 2.21, 0.45], [-3.95, -0.68, -0.11], [-1.58, -0.37, -0.45], [1.95, 0.80, 0.27], [-2.60, -0.69, 0.43], [3.17, -0.96, -0.38], [0.27, -2.01, 0.60], [0.47, -0.15, -0.98], [4.08, 0.86, -0.11], [1.63, 2.25, 1.54], [2.65, 2.70, 0.00], [0.78, 2.38, -0.12], [-4.22, 0.40, -0.01], [-3.79, -0.98, -1.07], [-4.59, -1.37, 0.59], [-1.96, 0.51, -0.86], [-2.51, -1.45, 1.07], [4.14, -1.28, -0.62], [1.57, -1.88, 0.17]],
  "e_above_lowest_kj_mol": 227.3,
  "homo_lumo_gap_ev": 9.306,
  "total_charge": 1,
  "energy_ha": -796.936868,
  "max_force_ha_per_bohr": 0.077
}

{
  "formula": "C5H9BrO",
  "method": "ωB97M-V/def2-TZVPD",
  "species": ["C", "C", "O", "C", "C", "C", "Br", "H", "H", "H", "H", "H", "H", "H", "H", "H"],
  "positions_angstrom": [[0.41, -2.01, 0.22], [0.93, -0.57, 0.31], [1.42, 0.13, -0.87], [0.24, 0.61, -0.31], [0.41, 1.80, 0.52], [-1.38, 0.36, -1.05], [-2.80, 0.08, 0.27], [0.03, -2.27, 1.24], [1.26, -2.81, -0.05], [-0.59, -2.02, -0.42], [1.66, -0.27, 1.11], [-0.08, 1.50, 1.46], [-0.02, 2.72, 0.11], [1.55, 1.94, 0.77], [-1.19, -0.48, -1.74], [-1.85, 1.29, -1.57]],
  "e_above_lowest_kj_mol": 111.5,
  "homo_lumo_gap_ev": 10.643,
  "total_charge": 0,
  "energy_ha": -2845.063850,
  "max_force_ha_per_bohr": 0.056,
  "smiles": "C[C@H]1O[C@@]1(C)CBr"
}

{
  "formula": "C22H29Cl2F3O18",
  "method": "ωB97M-V/def2-TZVPD",
  "species": ["O", "C", "O", "C", "C", "F", "O", "H", "H", "H", "O", "C", "O", "C", "C", "F", "O", "H", "H", "H", "O", "C", "O", "C", "C", "F", "O", "H", "H", "H", "C", "C", "C", "O", "C", "O", "O", "H", "H", "H", "H", "H", "H", "C", "C", "C", "O", "C", "O", "O", "H", "H", "H", "H", "H", "H", "C", "C", "C", "O", "C", "O", "O", "H", "H", "H", "H", "H", "H", "Cl", "C", "Cl", "H", "H"],
  "positions_angstrom": [[-15.38, 10.65, -16.15], [-15.45, 10.52, -14.91], [-15.07, 9.45, -14.28], [-15.30, 9.59, -12.88], [-15.89, 10.96, -12.79], [-15.23, 11.69, -11.98], [-15.85, 11.45, -14.08], [-15.94, 8.76, -12.60], [-14.37, 9.54, -12.31], [-16.93, 10.93, -12.46], [-11.40, 11.24, -5.80], [-10.52, 10.72, -6.51], [-9.23, 10.97, -6.44], [-8.46, 10.02, -7.15], [-9.47, 8.90, -7.43], [-9.41, 7.93, -6.46], [-10.71, 9.60, -7.26], [-8.23, 10.56, -8.07], [-7.58, 9.88, -6.53], [-9.28, 8.51, -8.43], [-2.03, 7.22, -19.74], [-1.89, 8.23, -19.07], [-2.68, 8.45, -17.95], [-2.79, 9.85, -17.82], [-1.35, 10.28, -18.26], [-0.51, 10.21, -17.25], [-1.12, 9.30, -19.30], [-3.67, 10.16, -18.38], [-2.90, 10.04, -16.75], [-1.31, 11.32, -18.61], [-3.77, 17.83, -24.85], [-3.89, 16.32, -24.55], [-2.91, 15.75, -23.51], [-3.73, 14.99, -22.66], [-4.96, 15.28, -22.85], [-5.85, 14.82, -22.10], [-5.09, 16.19, -23.78], [-4.64, 18.29, -25.31], [-2.94, 17.99, -25.53], [-3.48, 18.34, -23.93], [-3.90, 15.75, -25.48], [-2.44, 16.53, -22.92], [-2.09, 15.29, -24.06], [-8.54, 22.10, -8.24], [-9.80, 21.33, -8.40], [-10.39, 21.36, -9.77], [-10.75, 20.04, -10.09], [-10.00, 19.26, -9.32], [-9.79, 18.07, -9.52], [-9.51, 19.99, -8.32], [-8.67, 23.15, -8.48], [-7.87, 21.70, -9.00], [-8.15, 22.05, -7.22], [-10.57, 21.60, -7.69], [-9.77, 21.81, -10.54], [-11.33, 21.92, -9.73], [-0.98, 3.97, -12.93], [-2.18, 4.84, -12.51], [-3.62, 4.24, -12.61], [-4.14, 4.37, -11.33], [-3.15, 4.67, -10.49], [-3.30, 4.81, -9.27], [-2.02, 4.89, -11.11], [-1.12, 2.96, -12.54], [-0.02, 4.23, -12.48], [-0.96, 3.86, -14.01], [-2.08, 5.87, -12.85], [-3.60, 3.17, -12.82], [-4.14, 4.75, -13.42], [-8.15, 12.96, -14.97], [-9.26, 11.71, -14.40], [-8.32, 10.23, -13.98], [-9.82, 12.11, -13.56], [-9.98, 11.51, -15.20]],
  "e_above_lowest_kj_mol": 343.9,
  "homo_lumo_gap_ev": 10.697,
  "total_charge": 0,
  "energy_ha": -3429.980686,
  "max_force_ha_per_bohr": 0.132,
  "smiles": "O=C1OC[C@@H](F)O1.O=C1OC[C@@H](F)O1.O=C1OC[C@@H](F)O1.C[C@H]1COC(=O)O1.C[C@H]1COC(=O)O1.C[C@H]1COC(=O)O1.ClCCl"
}